ORCA calculation (the ωB97M-V functional and the def2-TZVPD basis) on a structure of composition C31H41CeNOPSbSi in a non-equilibrium geometry.

Atoms and positions in Å:
Ce: -1.423 -0.132 -0.257
Si: -0.506 -0.079 -3.122
P: -3.377 -0.897 -2.139
N: -0.536 -2.035 -0.384
H: -2.740 1.329 0.171
C: -4.907 -0.939 -1.118
H: -5.750 -1.229 -1.763
H: -5.098 0.052 -0.684
H: -4.816 -1.666 -0.297
C: -3.998 -0.034 -3.632
H: -4.948 -0.498 -3.943
H: -3.263 -0.100 -4.442
H: -4.169 1.025 -3.404
C: -3.324 -2.646 -2.713
H: -4.304 -2.921 -3.132
H: -3.081 -3.312 -1.875
H: -2.545 -2.765 -3.475
C: -0.175 1.325 -4.341
H: 0.387 2.145 -3.865
H: -1.115 1.742 -4.740
H: 0.425 0.963 -5.200
H: 0.876 -0.457 -2.607
H: -0.932 -1.198 -4.050
C: -0.071 -3.295 -0.286
C: 0.240 -5.333 1.032
C: -0.264 -4.047 0.918
C: 0.619 -3.923 -1.376
C: 1.111 -5.211 -1.240
C: 0.939 -5.916 -0.038
H: 0.090 -5.900 1.949
H: -0.838 -3.602 1.745
H: 0.736 -3.381 -2.328
H: 1.630 -5.705 -2.061
H: 1.329 -6.936 0.064
C: -1.561 3.065 -1.024
O: -0.904 2.001 -1.315
C: -1.591 3.667 0.338
H: -2.175 4.610 0.283
H: -0.575 3.879 0.712
H: -2.099 3.031 1.096
C: -2.223 3.870 -2.092
H: -3.245 4.127 -1.784
H: -2.281 3.393 -3.075
H: -1.732 4.853 -2.234
C: -0.304 0.283 5.954
C: -0.978 1.051 4.997
C: -0.479 1.154 3.690
C: 0.721 0.516 3.351
C: 1.410 -0.239 4.306
C: 0.888 -0.367 5.605
Sb: 1.354 0.537 1.261
C: 1.933 2.600 0.897
C: 2.168 2.972 -0.429
C: 2.305 4.327 -0.756
C: 2.203 5.304 0.241
C: 1.993 4.922 1.574
C: 1.861 3.564 1.904
C: 3.042 -0.846 1.242
C: 4.292 -0.446 0.755
C: 5.304 -1.403 0.577
C: 5.062 -2.753 0.864
C: 3.805 -3.146 1.348
C: 2.804 -2.188 1.551
H: -0.696 0.195 6.966
H: -1.897 1.575 5.270
H: -1.047 1.719 2.946
H: 2.343 -0.740 4.047
H: 1.418 -0.975 6.337
H: 2.227 2.218 -1.215
H: 2.485 4.617 -1.793
H: 2.299 6.362 -0.013
H: 1.926 5.672 2.361
H: 1.689 3.269 2.942
H: 4.476 0.599 0.505
H: 6.282 -1.081 0.212
H: 5.853 -3.487 0.722
H: 3.608 -4.199 1.570
H: 1.832 -2.509 1.937

As for the net charge: 0.



ORCA calculation (the ωB97M-V functional and the def2-TZVPD basis) on a structure of composition C33H32IN4O4S2SnTe.

Atoms and positions in Å:
Sn: 0.388 0.178 2.909
C: 1.916 4.452 0.937
C: 0.602 4.333 0.230
N: 0.147 5.341 -0.456
C: -1.070 5.246 -1.075
C: -1.875 4.155 -0.989
C: -3.240 4.160 -1.621
O: -4.220 4.850 -0.835
C: -1.405 3.020 -0.271
C: -2.273 1.966 0.137
N: -1.881 0.776 0.471
C: -2.592 -0.046 1.426
C: -3.938 -0.339 1.264
C: -4.530 -1.236 2.141
C: -3.766 -1.816 3.146
C: -2.429 -1.467 3.301
C: -1.796 -0.563 2.450
I: -0.567 0.624 5.615
C: -0.112 3.065 0.355
O: 0.364 2.100 1.003
H: 2.431 5.349 0.600
H: 2.531 3.567 0.772
H: 1.754 4.512 2.017
H: -1.384 6.112 -1.646
H: -3.568 3.133 -1.813
H: -3.216 4.679 -2.578
H: -4.059 4.640 0.091
H: -3.320 2.200 0.348
H: -4.510 0.103 0.455
H: -5.578 -1.487 2.031
H: -4.217 -2.535 3.819
H: -1.874 -1.895 4.128
O: 1.119 -2.462 -1.426
C: 1.907 -3.516 -1.006
C: 2.139 -4.557 -1.897
C: 2.934 -5.632 -1.534
C: 3.508 -5.657 -0.273
C: 3.272 -4.606 0.602
C: 2.465 -3.520 0.272
C: 2.291 -2.414 1.300
O: 1.111 -2.029 1.604
N: 3.430 -2.034 1.798
N: 3.314 -0.940 2.652
C: 3.389 -1.183 3.885
S: 3.457 -2.804 4.611
C: 2.741 -2.223 6.170
C: 3.360 -0.881 6.530
S: 3.369 0.158 5.048
H: 0.784 -2.643 -2.311
H: 1.691 -4.518 -2.885
H: 3.100 -6.439 -2.237
H: 4.137 -6.485 0.027
H: 3.725 -4.597 1.585
H: 2.949 -2.974 6.933
H: 1.662 -2.119 6.051
H: 4.378 -1.007 6.899
H: 2.758 -0.368 7.280
C: -0.646 0.796 -6.613
C: -0.612 0.603 -5.119
C: -1.760 0.276 -4.410
C: -1.738 0.047 -3.037
C: -3.032 -0.309 -2.351
C: -0.521 0.169 -2.345
Te: -0.317 -0.460 -0.322
C: 0.645 0.549 -3.037
C: 1.984 0.780 -2.370
C: 0.575 0.740 -4.415
H: -1.669 0.782 -6.989
H: -0.092 0.002 -7.119
H: -0.190 1.745 -6.899
H: -2.704 0.186 -4.938
H: -3.762 -0.674 -3.073
H: -3.465 0.564 -1.855
H: -2.881 -1.070 -1.582
H: 1.890 0.951 -1.299
H: 2.470 1.649 -2.816
H: 2.646 -0.079 -2.504
H: 1.479 1.026 -4.946

As for the net charge: -1.



ORCA calculation (the ωB97M-V functional and the def2-TZVPD basis) on a cluster of 2 separate species, H4O2 in total in a non-equilibrium geometry.

Atoms and positions in Å:
O: -1.467 -0.223 -0.072
H: -0.691 -0.035 -0.608
H: -1.956 0.593 0.001
O: 1.413 -0.084 -0.215
H: 1.454 -0.822 0.424
H: 1.248 0.570 0.472

As for the net charge: 0. Its SMILES is O.O.



Computed values of molecular weight (unit: g mol⁻¹) for the preceding records, in sequence: 764.6; 986.0; 36.0.
Computed values of Kohn-Sham gap (unit: eV) for the preceding records, in sequence: 6.23; 6.52; 12.09.